Record 1
A molecular structure, C15H12CoF9N3O8SbSe4 at a distorted geometry. Source: OMol25; level of theory: ωB97M-V/def2-TZVPD.

Structure (ORCA input):
```
! RIJCOSX wB97M-V def2-TZVPD def2/J DEFGRID3
* xyz -2 5
Sb 0.41 -3.12 1.60
Se 2.63 -3.81 2.28
Se 0.28 -2.83 -0.93
Se -1.52 -4.49 2.30
Se -1.20 -3.77 4.71
Co -0.13 -0.65 -1.20
F 2.62 0.99 -5.65
F 0.55 2.39 -2.39
F 2.40 -1.10 -5.09
F 0.92 2.78 -4.50
F 2.57 2.49 -3.13
F 0.09 0.08 -5.75
F 3.67 0.20 -3.93
F -0.48 -1.05 -3.99
F -1.01 1.03 -4.16
O -1.92 -0.04 -1.23
O 1.45 -0.13 -2.48
O -1.00 -1.85 4.70
O -3.96 0.86 -1.17
O -5.84 -1.00 4.54
O -6.80 -0.78 2.63
O 0.20 -1.38 2.83
O 0.98 0.20 0.33
N -5.80 -0.87 3.33
N -0.96 -1.25 3.51
N 2.46 1.76 0.86
C -3.18 -0.26 0.77
C 2.17 0.52 0.43
C -0.04 0.14 -4.40
C 2.50 0.15 -4.59
C -2.04 -0.58 1.50
C 1.31 0.50 -3.65
C -2.12 -1.02 2.82
C -3.37 -1.15 3.42
C 3.82 2.23 1.07
C 1.33 2.06 -3.43
C -4.49 -0.80 2.68
C 3.26 -0.45 0.11
C 1.34 2.65 1.14
C -3.03 0.24 -0.66
C -4.42 -0.36 1.37
H 0.79 2.87 0.22
H 2.99 -0.95 -0.82
H 3.79 3.22 1.50
H 4.25 0.00 0.02
H 4.37 1.57 1.75
H -3.46 -1.52 4.43
H 0.65 2.17 1.83
H 1.70 3.57 1.57
H 4.38 2.28 0.12
H -1.08 -0.45 1.05
H 3.29 -1.21 0.90
H -5.32 -0.09 0.83
*
```

Values from the calculation:
HOMO-LUMO gap (spin up / spin down) in Ha: 0.1712 / 0.2333
DFT total energy in hartree: -13472.5834
<S²>: 6.0138

***

Record 2
12 unconnected molecules or ions with the total composition C24H72O24 at a distorted geometry. Source: OMol25; level of theory: ωB97M-V/def2-TZVPD.

Structure (ORCA input):
```
! RIJCOSX wB97M-V def2-TZVPD def2/J DEFGRID3
* xyz 0 1
O 1.99 1.96 6.36
O 0.10 -4.99 2.51
O -3.22 0.59 0.97
O -2.09 -3.68 6.01
O 2.93 -2.67 -0.41
O -0.29 -7.06 -2.38
O 4.35 2.23 -4.60
O 3.12 -5.07 3.15
O -5.70 1.47 -3.77
O 0.23 3.73 -3.57
O 3.41 5.42 -1.00
O -0.56 0.07 1.38
O 3.68 -0.55 -4.64
O 1.11 3.45 -0.93
O -2.43 4.25 -2.61
O -2.69 -2.11 -0.14
O 0.52 -4.35 -1.88
O -3.72 1.93 -1.55
O 4.11 -2.66 -3.07
O 0.66 0.67 3.87
O 0.66 3.27 1.61
O 0.20 -1.76 5.22
O -0.51 -0.97 -1.44
O -1.20 5.77 2.82
C -0.18 -6.45 -1.15
C -3.94 -1.60 0.14
C -1.00 5.15 1.57
C -5.83 2.36 -2.63
C 2.41 3.17 -1.34
C -2.20 3.74 -3.95
C 2.34 -4.09 2.66
C 3.22 1.60 -5.33
C -1.77 -3.41 4.75
C -3.98 -0.59 1.30
C 4.58 -1.93 -1.97
C -5.12 1.93 -1.40
C -0.69 3.60 1.60
C 1.21 -4.55 1.75
C -0.56 -5.08 -1.41
C 2.64 0.41 -4.59
C 4.29 -2.80 -0.72
C -1.09 -1.97 4.59
C 0.18 1.79 4.57
C 3.01 4.44 -2.01
C 0.12 0.21 -0.97
C 0.62 1.68 6.08
C 0.55 0.01 0.54
C -0.93 2.89 -3.90
H -0.86 -6.91 -0.43
H 2.37 4.79 -2.82
H 2.02 -3.31 3.36
H -3.42 1.16 -1.07
H 4.49 -0.07 -4.44
H -4.60 -2.44 0.34
H 0.15 -7.91 -2.30
H 1.53 -5.39 1.13
H 0.72 2.70 2.38
H 3.70 1.45 -6.30
H -1.40 -4.98 -2.10
H -6.87 2.36 -2.29
H 0.62 2.64 4.05
H 1.01 3.56 0.02
H -0.82 2.47 -4.90
H -1.06 3.09 0.71
H -1.24 6.70 2.61
H 4.73 -3.78 -0.93
H 2.44 2.31 -5.60
H -1.33 3.12 2.34
H -1.10 2.00 -3.30
H -5.37 0.90 -1.17
H 3.94 4.12 -2.49
H -0.93 -4.51 -0.56
H 1.03 -0.97 0.57
H -0.14 5.61 1.07
H 0.32 0.68 6.40
H -2.33 0.30 1.19
H -1.08 -4.17 4.38
H -1.96 5.27 1.07
H 3.17 6.27 -1.39
H 2.48 -3.12 -1.12
H -0.90 1.81 4.42
H 0.83 -6.54 -0.73
H 5.14 2.02 -5.10
H 5.62 -1.70 -2.21
H 2.48 0.55 -3.52
H -4.35 -1.16 -0.77
H -2.97 3.63 -2.12
H 0.21 -3.44 -1.93
H -0.56 1.06 -1.06
H 1.04 0.34 -1.55
H 3.80 -4.61 3.65
H 2.06 2.90 6.21
H -2.60 -2.80 0.53
H -0.20 0.21 2.26
H 3.62 -2.04 -3.63
H -6.27 1.80 -4.46
H -1.27 -3.95 6.44
H 0.00 -1.80 6.16
H 3.95 -1.04 -1.91
H 0.96 -3.73 1.07
H -0.95 -1.74 3.54
H 2.33 2.38 -2.09
H 1.71 0.08 -5.06
H -2.62 -3.45 4.07
H -1.11 -1.24 -0.74
H 0.68 -0.15 4.36
H -2.20 4.59 -4.64
H 0.33 3.79 -2.62
H -5.49 3.34 -2.98
H 4.84 -2.32 0.09
H -5.18 2.58 -0.52
H 1.33 0.74 0.76
H -1.69 -1.13 4.93
H -3.63 -0.98 2.26
H 0.04 2.33 6.73
H -2.94 2.99 -4.23
H 0.32 -5.89 2.78
H 2.88 2.98 -0.38
H -4.99 -0.27 1.54
H 2.94 -3.54 1.94
*
```

Values from the calculation:
HOMO-LUMO gap in Ha: 0.3377
DFT total energy in hartree: -2763.0719
SMILES: OCCO.OCCO.OCCO.OCCO.OCCO.OCCO.OCCO.OCCO.OCCO.OCCO.OCCO.OCCO

***

Record 3
7 unconnected molecules or ions with the total composition C41H94BN2O24S8 at a distorted geometry. Source: OMol25; level of theory: ωB97M-V/def2-TZVPD.

Structure (ORCA input):
```
! RIJCOSX wB97M-V def2-TZVPD def2/J DEFGRID3
* xyz -1 1
S -7.09 3.77 3.32
S -6.35 1.87 -7.19
S 4.49 3.63 -0.12
S -0.99 -5.13 -5.73
S 7.96 -4.08 3.09
S -0.68 -4.98 2.36
S 5.95 8.76 -2.18
S -2.78 -7.16 2.75
O 2.80 1.19 4.37
O -5.95 4.05 2.47
O 6.71 7.83 -2.99
O 4.40 3.43 -1.73
O 9.06 -3.22 2.25
O -7.09 2.68 4.27
O -1.91 -5.96 -6.48
O 0.45 -5.13 -6.50
O -7.52 5.14 4.09
O 8.59 -5.29 3.57
O -5.50 0.55 -6.74
O -0.54 1.13 2.77
O -0.76 -5.33 -4.31
O 4.83 5.01 0.16
O -7.74 1.65 -6.89
O 4.56 9.07 -2.46
O 6.78 10.16 -2.05
O 3.48 -1.43 3.49
O 7.23 -3.19 3.96
O -3.03 -0.27 -3.13
O 3.36 2.98 0.50
O -5.64 3.06 -6.76
O -3.10 1.59 -1.61
O -4.76 0.06 -0.61
N -8.18 -2.62 3.29
N -1.23 -7.07 0.34
C -5.46 6.15 4.88
C 0.10 -7.80 0.31
C 0.76 0.50 3.05
C -1.39 -3.43 -6.02
C -6.32 -0.07 -4.54
C -2.87 -5.47 -1.01
C -2.01 -1.11 0.79
C -1.08 -2.30 1.43
C 1.33 -6.23 -6.31
C 4.60 -0.47 3.45
C -7.70 -1.16 3.24
C 3.42 -2.14 4.79
C -6.12 1.69 -8.95
C 6.04 11.55 -3.90
C 3.21 3.82 -2.40
C -1.93 -3.58 2.04
C -1.57 -6.51 1.70
C 3.15 5.33 -2.59
C 1.42 -6.84 0.22
C -6.79 5.53 5.25
C 6.08 8.27 -0.48
C -5.14 0.41 -5.38
C -8.53 3.63 2.29
C 0.90 -7.43 -7.13
C 2.22 -3.27 4.79
C -2.32 0.61 -2.38
C -1.67 0.28 3.17
C 9.98 -2.41 2.97
C -0.68 0.52 -2.46
C 11.10 -3.25 3.57
C 7.19 10.81 -3.24
C 4.21 1.05 3.96
C -3.12 1.28 1.09
C 1.95 1.66 3.26
C -5.20 0.02 3.12
C -6.26 -0.92 3.99
C 5.93 2.63 0.15
C -3.74 0.93 -0.42
C 6.92 -4.51 1.71
C -1.35 -6.03 -0.76
C -4.00 -0.92 2.54
B -2.70 -0.11 1.93
H -8.55 -0.55 3.80
H -3.83 1.99 1.69
H 5.30 10.85 -4.29
H 1.65 -8.22 -7.08
H -0.94 -6.52 -1.75
H -4.35 -0.35 -5.33
H 10.41 -1.70 2.25
H 6.40 12.16 -4.74
H 3.21 -1.33 5.63
H 4.58 1.85 3.18
H 5.54 12.20 -3.18
H 2.35 -7.58 0.09
H -1.32 -0.69 3.74
H -6.51 -0.39 5.03
H -0.43 0.14 -3.57
H 1.41 -6.49 -5.25
H 5.70 1.60 -0.11
H -4.97 6.57 5.77
H -2.40 -3.25 -5.62
H 4.86 1.24 4.94
H -7.84 -3.10 4.15
H 6.13 -5.17 2.08
H -7.89 -3.12 2.41
H -0.28 -1.94 2.21
H -0.20 -0.29 -1.74
H 2.30 5.61 -3.22
H -2.88 -1.66 0.18
H 2.32 -5.91 -6.64
H -5.06 1.80 -9.18
H 5.67 9.07 0.15
H 5.06 -0.40 2.35
H 1.12 -0.11 2.09
H 7.65 10.10 -3.94
H 7.97 11.53 -2.96
H 10.71 -3.90 4.36
H -7.70 -0.84 2.11
H 5.48 -0.90 4.12
H 4.07 5.70 -3.05
H -2.14 1.92 0.87
H 2.07 -3.65 3.69
H 7.52 -5.02 0.96
H -8.63 4.54 1.70
H -3.59 -1.54 3.47
H -0.67 -2.80 -5.49
H -0.67 -5.07 -0.57
H -7.40 6.27 5.77
H 11.55 -3.89 2.81
H 3.04 5.84 -1.63
H 2.57 1.78 2.25
H -7.10 0.70 -4.49
H -6.70 2.47 -9.44
H 1.44 -6.14 -0.75
H 6.20 2.71 1.21
H 0.08 -8.63 -0.54
H -0.05 -7.84 -6.76
H 11.87 -2.60 4.01
H 0.74 -7.15 -8.18
H 1.48 2.74 3.45
H -6.49 0.71 -9.25
H 1.22 -2.88 5.28
H -0.12 1.54 -2.34
H -5.83 -1.98 4.27
H -2.82 -3.93 1.35
H -2.91 -4.35 -1.44
H 0.16 -8.40 1.33
H 7.13 8.09 -0.24
H 1.66 -6.23 1.21
H -4.79 5.41 4.44
H -8.39 2.77 1.63
H 0.79 -0.19 4.00
H -4.73 1.34 -4.98
H -4.84 0.94 3.76
H -1.34 -0.43 0.11
H 9.47 -1.82 3.73
H -5.59 6.95 4.14
H -6.00 -0.30 -3.52
H 2.32 3.45 -1.88
H 3.22 3.34 -3.39
H -3.55 -5.45 -0.04
H 5.50 7.36 -0.34
H -9.40 3.47 2.93
H 4.44 -2.67 5.00
H -0.45 -2.75 0.52
H 6.75 3.02 -0.47
H -2.29 0.91 3.96
H -2.33 -3.29 3.13
H -1.38 -3.24 -7.09
H 6.48 -3.60 1.30
H -4.47 -1.72 1.81
H -3.45 -6.12 -1.82
H -5.83 0.42 2.19
H 2.60 -4.17 5.42
H -6.78 -0.96 -4.99
H -6.66 4.68 5.93
*
```

Values from the calculation:
HOMO-LUMO gap in Ha: 0.2494
DFT total energy in hartree: -6743.6840

***

Record 4
A single C6H9NO2Si molecule at a distorted geometry. Source: OMol25; level of theory: ωB97M-V/def2-TZVPD.

Structure (ORCA input):
```
! RIJCOSX wB97M-V def2-TZVPD def2/J DEFGRID3
* xyz 0 1
Si -2.19 0.04 -0.30
O -0.81 0.97 -0.12
O -2.81 -1.40 0.23
N -3.39 0.99 0.31
C 0.42 0.50 0.09
C 1.94 -1.38 0.00
C 2.78 0.88 0.02
C 0.68 -0.87 -0.08
C 2.99 -0.46 -0.11
C 1.54 1.35 0.28
H 1.36 2.46 0.18
H -3.46 2.02 0.13
H -0.20 -1.60 -0.21
H 2.13 -2.40 0.06
H 4.05 -0.74 -0.07
H -1.92 -0.63 -1.64
H -2.41 -1.89 0.91
H -4.28 0.54 0.28
H 3.58 1.62 0.03
*
```

Values from the calculation:
HOMO-LUMO gap in Ha: 0.3415
DFT total energy in hartree: -728.8312
SMILES: N[Si@H](O)Oc1ccccc1

***

Record 5
A single C5H8O molecule. Source: OMol25; level of theory: ωB97M-V/def2-TZVPD.

Structure (ORCA input):
```
! RIJCOSX wB97M-V def2-TZVPD def2/J DEFGRID3
* xyz 0 1
O -1.52 -1.11 0.77
C -1.50 -0.61 1.98
C 0.60 1.30 -0.87
C 1.43 0.10 -1.21
C 0.42 0.01 -0.09
C -0.75 -0.85 -0.24
H -2.21 -1.06 2.65
H 0.83 0.01 0.92
H 1.20 -0.43 -2.13
H 2.48 0.10 -0.93
H -0.98 -1.43 -1.13
H -0.19 1.58 -1.56
H -0.90 0.25 2.21
H 1.09 2.14 -0.38
*
```

Values from the calculation:
HOMO-LUMO gap (spin up / spin down) in Ha: 0.2964 / 0.2853
DFT total energy in hartree: -270.3969

***

Record 6
2 unconnected molecules or ions with the total composition CH4N3O3 at a distorted geometry. Source: OMol25; level of theory: ωB97M-V/def2-TZVPD.

Structure (ORCA input):
```
! RIJCOSX wB97M-V def2-TZVPD def2/J DEFGRID3
* xyz 1 1
O -2.09 -2.03 0.42
O -3.33 -0.39 -0.28
O 0.97 -2.27 0.18
N 0.94 -1.37 -0.72
N -1.21 1.17 -0.12
N -2.30 -0.92 0.02
C -1.10 -0.08 -0.17
H 1.63 -0.64 -0.48
H 0.34 -3.01 -0.02
H -0.41 1.78 -0.28
H -2.11 1.64 0.06
*
```

Values from the calculation:
HOMO-LUMO gap (spin up / spin down) in Ha: 0.2947 / 0.2948
DFT total energy in hartree: -429.9261

***

Energy relative to the best compared isomer or geometry (same formula, charge and spin) / kcal per mole: 6.5 99.3 291.4 9.8 101.0 171.0